Entry from the Open Molecules 2025 dataset: a 2-piece molecular cluster, C4H14N2O overall in a non-equilibrium geometry (ωB97M-V with the def2-TZVPD basis set).

Last column: Mulliken charge in e.
CARTESIAN COORDINATES (ANGSTROEM)
C 1.01906 -0.79048 1.02222  -0.65
C -0.34291 -0.82811 0.24067  -0.75
C -1.20077 0.34863 -0.15625  -0.16
C -1.68445 1.31158 0.64866  -0.46
N -2.35586 2.55576 0.22314  -0.23
N 2.21252 -0.29187 0.25930  -0.23
H 0.80670 -0.16966 1.94577  0.42
H 1.29666 -1.81786 1.60961  0.35
H -0.21125 -1.51506 -0.60492  0.37
H -1.10448 -1.42623 0.94986  0.35
H -1.63875 0.27720 -1.19805  0.35
H -1.45400 1.27623 1.65961  0.40
H -3.33591 2.28622 0.07716  0.40
H -2.21292 3.35080 0.86361  0.38
H -1.83894 2.83343 -0.63946  0.42
H 2.95215 0.03058 1.00165  0.41
H 2.63194 -1.09320 -0.24652  0.37
H 1.99049 0.47386 -0.29254  0.28
H 1.59778 -1.53764 -2.63551  0.30
H 1.43174 -2.98430 -1.88334  0.34
O 1.66832 -2.01016 -1.81447  -0.64

Output
- lowest unoccupied orbital energy (hartree) = -0.260
- HOMO level (eV) = -18.2
- net charge = +2
- Kohn-Sham gap (eV) = 11.1



Entry from the Open Molecules 2025 dataset: a 2-piece molecular cluster, C4H14N2O overall in a non-equilibrium geometry (ωB97M-V with the def2-TZVPD basis set).

Last column: Mulliken charge in e.
CARTESIAN COORDINATES (ANGSTROEM)
C -1.59881 0.80438 0.90999  -0.69
C -0.99582 1.14521 -0.51639  -0.66
C 0.48646 1.07102 -0.37520  -0.15
C 1.19521 0.82654 -1.53773  -0.32
N 2.67244 0.64302 -1.35662  -0.24
N -1.80996 -0.75218 0.98496  -0.31
H -0.96309 0.84289 1.77340  0.41
H -2.54599 1.27716 1.17438  0.39
H -1.44252 0.62928 -1.43038  0.37
H -1.30208 2.19588 -0.62918  0.38
H 1.02130 1.31841 0.59750  0.28
H 0.71519 0.47141 -2.45604  0.36
H 2.84203 -0.28422 -1.89977  0.43
H 3.05087 1.52805 -1.87001  0.42
H 2.87481 0.60790 -0.37149  0.31
H -1.92712 -1.09518 1.94050  0.37
H -2.59041 -1.08029 0.38292  0.34
H -0.86319 -1.10422 0.65805  0.31
H 0.61643 -3.74601 1.02205  0.34
H 0.32883 -2.47607 1.95967  0.34
O 0.23543 -2.82298 1.03940  -0.69

Output
- lowest unoccupied orbital energy (hartree) = -0.265
- HOMO level (eV) = -18.3
- net charge = +2
- Kohn-Sham gap (eV) = 11.1



Entry from the Open Molecules 2025 dataset: a 2-piece molecular cluster, C4H14N2O2 overall in a non-equilibrium geometry (ωB97M-V with the def2-TZVPD basis set).

Last column: Mulliken charge in e.
CARTESIAN COORDINATES (ANGSTROEM)
C -2.02047 0.73397 1.31081  -0.97
N -0.75521 0.24532 0.76098  -0.32
C -0.10596 1.24203 -0.07908  -0.56
C 1.21779 0.77101 -0.66911  -0.97
N 1.20124 -0.19042 -1.76290  -0.23
C 0.85993 -1.54502 -1.48979  -0.53
O -0.55010 -1.83251 -1.27621  -0.57
H -2.69088 1.05983 0.50567  0.32
H -1.82171 1.58366 1.96357  0.31
H -2.50518 -0.04437 1.89226  0.33
H -0.96924 -0.55936 0.19191  0.23
H 0.10672 2.09934 0.56500  0.45
H -0.76896 1.57124 -0.89678  0.40
H 1.75912 1.65143 -1.02022  0.37
H 1.83144 0.33957 0.12312  0.36
H 0.65623 0.14210 -2.53593  0.23
H 1.18668 -2.17021 -2.31853  0.39
H 1.30296 -1.85273 -0.54508  0.32
H -0.99320 -1.89744 -2.13419  0.30
O 1.31121 -0.62021 2.29350  -0.67
H 0.47452 -0.33770 1.88876  0.53
H 1.27308 -0.38953 3.23223  0.29

Output
- SMILES = CNCCNCO.O
- lowest unoccupied orbital energy (hartree) = 0.029
- HOMO level (eV) = -9.1
- net charge = 0
- Kohn-Sham gap (eV) = 9.9